Record 1
C50H47AsClN4O8PPt | ωB97M-V/def2-TZVPD

Geometry as XYZ:
```
113
Properties=species:S:1:pos:R:3
Pt -0.62 0.40 -0.33
C -2.44 -4.25 -1.66
O -2.02 -3.58 -0.47
C -1.17 -2.57 -0.54
O -0.74 -2.05 0.47
N -0.75 -2.19 -1.80
N -0.01 -0.99 -1.85
H -3.01 -5.11 -1.33
H -1.58 -4.58 -2.25
H -3.08 -3.59 -2.25
H -1.41 -2.27 -2.56
H -0.24 -0.46 -2.73
H 0.99 -1.22 -1.84
C 1.15 -0.69 2.34
C 2.44 -0.82 3.15
As 2.15 -2.21 4.54
C 1.90 -3.67 3.27
C 2.84 -3.98 2.29
C 2.59 -5.00 1.38
C 1.41 -5.72 1.44
C 0.47 -5.42 2.42
C 0.72 -4.40 3.33
C 4.03 -2.52 4.97
C 4.48 -3.81 5.21
C 5.80 -4.05 5.55
C 6.69 -2.99 5.65
C 6.25 -1.70 5.42
C 4.92 -1.46 5.08
P 1.28 0.44 0.93
C 1.66 2.09 1.54
C 2.17 3.06 0.69
C 2.44 4.34 1.16
C 2.17 4.65 2.49
C 1.63 3.70 3.34
C 1.37 2.42 2.87
C 2.76 -0.21 0.09
C 2.72 -1.55 -0.30
C 3.83 -2.16 -0.87
C 5.01 -1.44 -1.03
C 5.08 -0.13 -0.59
C 3.96 0.49 -0.03
H 0.30 -0.39 2.95
H 0.88 -1.65 1.90
H 2.73 0.11 3.62
H 3.27 -1.15 2.52
H 3.78 -3.44 2.25
H 3.34 -5.24 0.63
H 1.22 -6.52 0.74
H -0.45 -5.99 2.47
H -0.02 -4.17 4.09
H 3.79 -4.65 5.14
H 6.14 -5.06 5.74
H 7.73 -3.17 5.91
H 6.94 -0.86 5.50
H 4.60 -0.44 4.92
H 2.36 2.83 -0.35
H 2.83 5.09 0.50
H 2.38 5.65 2.86
H 1.41 3.94 4.37
H 0.94 1.68 3.53
H 1.83 -2.14 -0.10
H 3.77 -3.20 -1.17
H 5.87 -1.92 -1.46
H 6.00 0.42 -0.68
H 4.05 1.51 0.32
O -1.39 0.69 1.65
N -2.21 1.65 2.11
C -3.23 1.23 2.88
C -4.09 2.14 3.43
C -3.91 3.49 3.17
C -2.86 3.88 2.37
C -2.01 2.94 1.83
H -3.28 0.16 3.01
H -4.90 1.78 4.06
H -4.58 4.23 3.59
H -2.68 4.92 2.12
H -1.19 3.16 1.17
C -5.88 -2.03 -4.52
C -5.29 -0.68 -4.78
C -5.24 -0.16 -6.06
C -4.79 1.13 -6.28
Cl -4.76 1.77 -7.90
C -4.36 1.92 -5.24
C -4.37 1.40 -3.95
C -4.83 0.11 -3.72
O -4.90 -0.46 -2.48
C -4.82 0.42 -1.38
C -3.42 0.87 -0.95
O -3.30 1.91 -0.31
O -2.46 0.04 -1.21
H -6.05 -2.57 -5.45
H -6.84 -1.94 -4.00
H -5.25 -2.64 -3.88
H -5.60 -0.75 -6.90
H -4.03 2.93 -5.41
H -4.03 2.03 -3.13
H -5.25 -0.12 -0.53
H -5.43 1.31 -1.55
O -0.39 3.88 -0.44
C -0.40 3.35 -1.53
N -0.32 1.99 -1.79
C -0.37 1.79 -3.15
O -0.33 0.72 -3.74
C -0.42 3.12 -3.83
C -0.40 3.45 -5.17
C -0.43 4.81 -5.48
C -0.47 5.78 -4.48
C -0.47 5.42 -3.13
C -0.44 4.08 -2.84
H -0.37 2.69 -5.94
H -0.42 5.12 -6.51
H -0.49 6.82 -4.76
H -0.50 6.17 -2.35
```

Output
spin multiplicity = 2
net charge = +1
expectation value of S² = 0.753
gap between HOMO and LUMO (spin up / spin down) = 0.258 / 0.247 hartree
highest occupied orbital energy (spin up / spin down) = -0.3709 / -0.3709 Ha
total energy = -5910.92317 Ha

=====

Record 2
C4H8N2O | ωB97M-V/def2-TZVPD

Geometry as XYZ:
```
15
Properties=species:S:1:pos:R:3
C -0.56 -1.44 0.46
C -0.95 0.01 0.21
O -0.83 0.85 1.35
C 0.75 1.27 0.52
N 1.57 1.21 1.39
C 0.02 0.78 -0.72
N 0.77 0.07 -1.71
H 0.46 -1.51 0.86
H -0.62 -2.02 -0.46
H -1.24 -1.87 1.20
H -1.97 0.07 -0.18
H 0.45 0.87 1.89
H -0.52 1.62 -1.18
H 1.26 0.68 -2.34
H 1.43 -0.58 -1.30
```

Output
spin multiplicity = 1
net charge = 0
gap between HOMO and LUMO = 0.382 hartree
highest occupied orbital energy = -0.3529 Ha
total energy = -341.83557 Ha

=====

Record 3
C8H5F4NOS | ωB97M-V/def2-TZVPD

Geometry as XYZ:
```
20
Properties=species:S:1:pos:R:3
O 1.58 0.65 4.39
C 1.59 0.42 3.24
N 1.20 -0.71 2.57
C 1.32 -0.36 1.20
C 0.11 0.07 0.54
C 0.07 0.83 -0.62
C -1.22 0.88 -1.17
C -2.17 0.37 -0.32
S -1.44 -0.34 1.11
C 1.95 1.22 1.94
F 1.13 2.21 1.45
C 3.45 1.32 1.71
F 4.04 0.12 1.54
F 3.78 2.10 0.69
F 4.06 1.79 2.77
H 1.47 -1.60 2.99
H 1.97 -0.88 0.59
H 0.89 0.95 -1.23
H -1.39 1.37 -2.13
H -3.18 0.12 -0.39
```

Output
spin multiplicity = 1
net charge = 0
gap between HOMO and LUMO = 0.346 hartree
highest occupied orbital energy = -0.3260 Ha
total energy = -1235.43581 Ha
SMILES string = O=C1N[C@@H](c2cccs2)[C@]1(F)C(F)(F)F

=====

Record 4
C3H9NSi | ωB97M-V/def2-TZVPD

Geometry as XYZ:
```
14
Properties=species:S:1:pos:R:3
C 1.16 -1.55 1.04
C 1.16 -0.70 0.10
N -0.22 0.23 -0.27
C -1.32 -0.38 0.41
Si -0.04 1.79 -1.01
H 1.99 -2.26 1.04
H 0.22 -1.86 1.41
H 2.03 -0.38 -0.39
H -2.24 0.04 0.08
H -1.43 -1.59 0.33
H -1.13 -0.17 1.48
H -0.82 2.94 -0.39
H 1.24 2.38 -1.54
H -0.62 1.50 -2.28
```

Output
spin multiplicity = 1
net charge = 0
gap between HOMO and LUMO = 0.353 hartree
highest occupied orbital energy = -0.3164 Ha
total energy = -463.83851 Ha
SMILES string = C=CN(C)[SiH3]

=====

Record 5
C4H8O2 | ωB97M-V/def2-TZVPD

Geometry as XYZ:
```
14
Properties=species:S:1:pos:R:3
O 2.26 -0.88 -0.45
C 1.01 -0.32 -0.77
C 0.33 0.33 0.41
C -0.80 1.32 0.27
C -1.13 -0.08 0.66
O -1.75 -0.90 -0.27
H 2.18 -1.31 0.40
H 0.33 -1.13 -1.18
H 1.15 0.34 -1.63
H 0.94 0.42 1.31
H -1.07 1.60 -0.75
H -0.88 2.12 1.00
H -1.39 -0.30 1.69
H -1.05 -1.30 -0.82
```

Output
spin multiplicity = 1
net charge = 0
gap between HOMO and LUMO = 0.394 hartree
highest occupied orbital energy = -0.3627 Ha
total energy = -307.62636 Ha
SMILES string = OC[C@H]1C[C@H]1O

=====

Record 6
C7H13N4O | ωB97M-V/def2-TZVPD

Geometry as XYZ:
```
25
Properties=species:S:1:pos:R:3
C -1.70 -2.06 -0.42
N -1.78 -0.60 -0.11
C -2.76 -0.04 0.58
N -2.62 1.24 0.82
C -1.39 1.54 0.29
C -0.86 0.36 -0.28
C 0.45 0.17 -1.05
O 0.73 1.36 -1.76
C 1.60 -0.03 0.09
N 2.83 -0.29 -0.50
C 1.29 -0.23 1.52
N 1.42 1.16 0.97
H -2.68 -2.43 -0.64
H -0.98 -2.25 -1.18
H -1.35 -2.45 0.50
H -3.70 -0.55 0.69
H -0.95 2.47 0.21
H 0.51 -0.85 -1.65
H 0.45 1.15 -2.62
H 2.92 -0.12 -1.56
H 3.67 -0.14 0.06
H 0.25 -0.55 1.82
H 2.15 -0.41 2.12
H 2.10 1.88 1.37
H 0.38 1.69 0.74
```

Output
spin multiplicity = 1
net charge = +1
gap between HOMO and LUMO = 0.361 hartree
highest occupied orbital energy = -0.4647 Ha
total energy = -568.46052 Ha
SMILES string = Cn1cncc1[C@@H](O)[C@]1(N)C[NH2+]1

=====

Summary of ΔE to the lowest compared entry with this formula, charge and spin in kcal per mole
6.7, 105.5, 0.0, 59.4, 54.0, 47.1
(order as listed above)
Summary of F_max in eV Å⁻¹
0.7, 1.0, 4.9, 6.5, 1.0, 4.6
(order as listed above)